Record 1
121
Properties=species:S:1:pos:R:3:forces:R:3 method="wB97M-V/def2-TZVPD" charge=+1
N 0.052 -0.745 -0.344 1.154 -3.944 -5.537
H -0.360 -1.644 -0.354 -1.520 -1.096 -0.456
H 0.951 -0.980 -0.683 2.206 -0.198 0.205
H 0.068 -0.511 0.522 0.316 3.125 7.227
H -0.208 -0.133 -1.038 -2.065 2.182 -1.426
C 5.734 3.499 0.665 -8.350 1.255 -3.663
C 4.594 3.125 1.538 2.166 -2.705 3.073
C 3.281 3.658 1.275 -7.047 5.615 0.786
O 2.384 2.619 0.905 -0.215 0.516 -0.165
C 3.046 1.495 0.931 -1.343 -2.654 -1.597
O 2.571 0.421 0.596 0.621 1.051 0.786
O 4.292 1.692 1.242 2.351 0.156 1.091
H 5.271 3.281 -0.428 0.721 0.413 1.965
H 6.505 2.975 0.559 6.571 -4.543 0.527
H 5.892 4.488 0.541 0.742 3.417 0.424
H 4.836 3.145 2.733 -0.441 0.065 -2.938
H 2.907 4.544 0.494 2.300 -2.071 1.619
H 2.684 4.061 2.253 2.040 -0.572 -1.801
C -4.169 1.942 -5.062 0.300 -2.952 0.096
C -3.210 0.794 -4.604 0.281 2.012 -3.524
C -1.762 1.188 -4.246 -0.174 -2.735 -1.565
O -1.712 0.858 -2.895 1.902 0.433 0.907
C -2.846 0.228 -2.475 5.077 1.026 1.369
O -2.847 -0.266 -1.412 -0.922 -1.142 2.231
O -3.720 0.404 -3.323 -5.190 -1.449 -4.411
H -5.183 1.555 -5.075 -0.142 -0.064 -0.008
H -3.981 2.404 -5.995 0.612 0.240 -0.937
H -4.071 2.594 -4.284 -0.169 2.405 1.896
H -2.983 0.145 -5.570 -1.773 -0.302 2.692
H -1.514 2.211 -4.455 0.401 0.445 0.033
H -1.187 0.375 -4.859 0.047 2.031 1.301
C -1.619 5.302 0.472 0.170 1.122 -2.356
C -2.814 4.474 -0.135 3.379 -4.220 3.051
C -2.208 3.443 -1.106 -0.778 0.177 -0.770
S -0.507 3.375 -0.828 3.791 -2.859 -2.301
O 0.297 3.825 -1.966 -1.125 -0.394 -0.208
O -0.092 2.098 -0.242 -1.215 0.500 -0.742
C -0.245 4.528 0.330 -3.986 3.748 -0.673
H -1.865 5.393 1.448 -0.301 0.123 3.433
H -1.608 6.410 0.187 0.147 -1.711 -0.465
H -3.395 5.047 -0.641 -3.662 3.856 -3.314
H -3.513 3.946 0.579 1.265 0.617 -0.161
H -2.300 3.858 -2.135 -0.108 -0.883 0.467
H -2.433 2.374 -0.969 -0.791 0.566 -0.329
H 0.545 5.086 -0.057 1.521 0.985 0.334
H -0.244 3.978 1.156 1.421 -1.840 3.916
C -0.882 0.571 5.871 2.866 -2.324 2.207
C -1.115 2.067 5.763 -6.810 -1.492 -2.056
C -0.735 2.470 4.382 0.296 0.688 -0.028
S -1.194 1.047 3.449 2.544 0.077 -1.496
O 0.025 0.724 2.754 0.201 -0.470 -0.895
O -2.426 1.186 2.796 -2.380 1.071 -1.879
C -1.427 -0.152 4.624 -3.698 -0.190 3.789
H -1.066 0.022 6.894 -0.472 1.395 -1.982
H 0.279 0.419 5.875 -1.665 0.412 -0.381
H -0.558 2.577 6.378 2.537 2.718 3.891
H -2.286 2.347 5.866 2.557 -0.752 0.362
H 0.315 2.636 4.464 1.225 -0.851 -0.751
H -1.001 3.434 3.930 -1.139 -0.445 0.304
H -0.937 -1.012 4.327 1.414 -1.650 -0.518
H -2.572 -0.541 4.810 2.600 1.587 -0.746
C 0.264 -5.143 -2.089 -0.200 -2.697 0.507
C 1.583 -4.482 -2.480 -2.555 -3.024 -3.441
C 1.292 -3.792 -3.821 0.606 -2.506 -1.236
S -0.317 -3.147 -3.882 0.999 1.353 4.798
O -0.932 -3.241 -5.132 -1.198 -0.182 -2.776
O -0.244 -1.812 -3.248 -0.482 -1.299 -0.401
C -0.921 -4.406 -2.752 -2.620 -1.560 -0.360
H 0.108 -5.566 -1.025 0.249 1.841 -1.185
H 0.408 -6.162 -2.538 -0.859 0.805 -0.316
H 2.349 -5.243 -2.477 0.199 -0.551 -1.097
H 1.957 -3.971 -1.763 1.910 4.862 4.494
H 1.221 -4.583 -4.678 0.865 1.517 1.283
H 1.880 -2.928 -3.959 1.291 0.658 -0.788
H -1.419 -5.183 -3.510 0.568 1.870 1.816
H -1.703 -3.946 -2.046 1.081 -0.807 -1.057
C 3.384 -4.331 3.603 -7.765 4.755 1.998
C 3.786 -2.865 3.422 -5.091 -1.055 4.204
C 2.540 -2.007 3.038 -0.398 -1.686 6.038
S 1.399 -3.089 2.407 -1.030 -0.896 -3.276
O 1.304 -2.905 0.966 0.184 0.417 0.099
O 0.199 -3.058 3.123 -2.732 0.330 2.160
C 2.149 -4.625 2.617 4.785 -0.295 -1.012
H 2.806 -4.308 4.648 1.411 -0.346 -1.784
H 3.963 -5.104 3.618 4.279 -4.089 -0.056
H 4.350 -2.693 2.688 5.371 0.971 -5.547
H 4.107 -2.448 4.331 1.137 0.322 1.007
H 2.731 -1.356 2.350 1.492 3.719 -4.559
H 2.112 -1.316 3.865 0.378 -1.757 -0.926
H 2.608 -4.893 1.604 -0.812 0.306 1.215
H 1.611 -5.451 2.983 -1.299 -0.531 0.360
C 2.550 2.178 -3.923 -1.922 2.240 -1.703
C 2.677 0.934 -4.876 -2.313 1.791 -2.265
C 3.886 0.276 -4.456 4.647 0.079 2.498
S 3.606 0.240 -2.705 -1.466 0.974 0.544
O 4.816 0.423 -1.991 1.780 -0.208 0.758
O 2.685 -0.775 -2.366 -1.144 -3.241 0.502
C 2.593 1.698 -2.501 4.883 0.130 -3.454
H 1.426 2.629 -4.262 3.405 -0.486 1.335
H 3.468 2.936 -3.996 -2.243 -1.439 -0.809
H 2.685 1.432 -5.900 0.069 -1.268 0.944
H 1.772 0.194 -4.791 1.484 1.543 -0.100
H 4.920 0.869 -4.319 -2.292 -0.680 -1.403
H 4.208 -0.744 -4.623 -0.452 -0.309 -0.861
H 3.353 2.144 -1.937 -0.265 1.955 1.617
H 1.694 1.446 -2.217 -4.334 -1.158 2.540
C -5.555 -2.571 2.833 2.749 0.091 4.242
C -5.095 -1.081 2.524 -1.439 0.872 0.506
C -4.428 -1.013 1.133 -0.980 -0.167 -0.712
S -3.491 -2.535 1.068 -8.766 -1.705 -2.896
O -2.190 -2.341 1.364 8.028 1.254 1.697
O -3.890 -3.248 -0.134 0.731 0.372 -0.042
C -4.346 -3.389 2.389 -3.549 -2.693 -4.271
H -6.523 -2.947 2.444 0.739 0.708 0.139
H -5.459 -2.804 4.081 -1.151 1.069 -3.333
H -4.364 -0.579 3.273 -1.249 -1.336 -0.983
H -6.042 -0.502 2.571 0.791 0.181 -0.165
H -3.777 -0.181 1.009 0.904 0.554 0.450
H -5.022 -0.921 0.171 0.008 -0.694 1.478
H -3.628 -3.708 3.046 1.420 -0.598 2.072
H -4.846 -4.357 1.799 1.908 2.200 1.612

---

Record 2
19
Properties=species:S:1:pos:R:3:forces:R:3 method="wB97M-V/def2-TZVPD" charge=+1
C 1.561 1.267 -0.018 -1.124 -2.997 -0.799
C 2.019 0.001 0.045 2.290 3.441 -0.646
C 0.085 1.530 -0.106 0.072 1.708 -0.348
C -0.792 0.324 -0.286 -0.427 -0.400 -1.341
C -1.453 -0.357 0.903 0.070 -0.492 -0.984
N 1.199 -1.055 0.016 -1.740 -1.541 0.998
N 1.498 -2.222 0.288 -2.301 0.042 -1.055
N -1.138 0.001 -1.519 -1.734 -3.173 3.236
O -2.287 -1.436 0.478 -0.161 1.258 0.940
H 2.286 2.022 -0.118 0.387 1.204 0.217
H 3.093 0.004 0.039 0.666 -1.097 0.219
H -0.106 2.039 0.829 -0.677 0.002 0.442
H -0.115 2.345 -0.872 0.109 -1.201 0.564
H -2.010 0.370 1.487 -0.181 0.497 -0.214
H -0.662 -0.687 1.557 0.327 -0.297 0.224
H -0.908 0.479 -2.305 1.429 2.129 -2.440
H -1.643 -0.896 -1.773 0.460 1.394 1.217
H 2.462 -2.433 0.335 2.170 0.226 0.496
H -3.090 -1.295 1.021 0.367 -0.701 -0.728

---

One value per record, in order, for lowest unoccupied orbital energy: -1.7687; -4.2561 eV.
One value per record, in order, for ΔE to the lowest compared entry with this formula, charge and spin: 102.1; 79.8 kcal per mole.